Entry 1:
21
Properties=species:S:1:pos:R:3 method="wB97M-V/def2-TZVPD" de_lowest_kcal_mol=19.9 smiles=CC(C)(C)C1CC1 spin_multiplicity=1 mol_weight_da=98.2
C -0.492 1.639 0.399
C -0.535 0.116 0.210
C -1.262 -0.206 -1.101
C -1.331 -0.504 1.369
C 0.887 -0.486 0.267
C 2.117 0.168 -0.302
C 1.608 -1.113 -0.895
H 0.070 1.908 1.301
H -0.013 2.134 -0.455
H -1.507 2.047 0.493
H -2.287 0.185 -1.071
H -0.768 0.245 -1.969
H -1.320 -1.288 -1.267
H -0.868 -0.259 2.334
H -2.363 -0.134 1.390
H -1.365 -1.596 1.281
H 1.076 -0.990 1.214
H 2.006 1.075 -0.891
H 3.025 0.138 0.295
H 2.168 -2.028 -0.721
H 1.152 -1.052 -1.880

=====

Entry 2:
43
Properties=species:S:1:pos:R:3 method="wB97M-V/def2-TZVPD" de_lowest_kcal_mol=181.9 smiles=COc1ncc2c(no[n+]2[O-])n1.c1ccc(C[C@H]2CCCN2)cc1 spin_multiplicity=1 mol_weight_da=329.4
C 3.526 -0.589 7.321
O 4.807 -1.250 7.158
C 5.130 -1.534 5.892
N 4.186 -1.287 4.974
C 4.500 -1.503 3.699
C 5.755 -2.017 3.408
C 6.733 -2.195 4.464
N 8.022 -2.283 3.961
O 7.883 -2.071 2.619
N 6.458 -1.848 2.251
O 6.170 -1.616 1.093
N 6.378 -2.002 5.718
H 3.359 -0.656 8.402
H 3.644 0.449 6.987
H 2.749 -1.107 6.747
H 3.790 -1.462 2.884
C -2.417 2.748 1.335
C -1.556 2.882 0.241
C -0.273 2.327 0.290
C 0.182 1.676 1.442
C 1.586 1.101 1.533
C 1.538 -0.395 1.253
C 2.815 -1.139 0.789
C 2.416 -2.631 0.883
C 1.035 -2.615 1.595
N 1.041 -1.291 2.286
C -0.706 1.489 2.501
C -2.003 2.011 2.446
H -3.425 3.177 1.299
H -1.882 3.430 -0.647
H 0.382 2.399 -0.576
H 2.196 1.565 0.743
H 2.059 1.332 2.500
H 0.848 -0.497 0.382
H 3.156 -0.790 -0.197
H 3.602 -0.897 1.509
H 2.374 -3.044 -0.129
H 3.111 -3.241 1.487
H 0.284 -2.593 0.779
H 0.775 -3.462 2.237
H 0.091 -1.047 2.588
H -0.372 0.926 3.370
H -2.685 1.849 3.285

=====

Entry 3:
12
Properties=species:S:1:pos:R:3 method="wB97M-V/def2-TZVPD" de_lowest_kcal_mol=17.4 charge=+1 spin_multiplicity=2 s_squared=0.7582 mol_weight_da=72.1
O -0.536 0.228 -0.372
H 0.120 0.666 -0.914
H -1.329 0.228 -0.908
O -1.909 -0.216 2.193
H -1.297 -0.571 2.838
H -1.455 -0.308 1.356
O 1.483 0.948 -2.434
H 1.628 1.683 -3.030
H 1.229 0.223 -3.004
O 0.682 -1.343 1.502
H 0.209 -0.876 0.814
H 1.175 -0.662 1.959

=====

| no. | E (a.u.) |
| --- | --- |
| 1 | -275.08447 |
| 2 | -1120.38561 |
| 3 | -305.33977 |